1.
Density functional theory data (wB97M-V/def2-TZVPD) for a molecular structure, C33H32Cl2N9O6SW.

Values from the calculation:
Net charge: +1
HOMO (spin up / spin down): -10.089 / -9.959 eV
Kohn-Sham gap (spin up / spin down): 0.21816 / 0.21539 Ha
LUMO energy (spin up / spin down): -4.1530 / -4.0984 eV

Element x y z (Å)
W: 0.120 -0.026 0.446
C: 0.060 -0.569 5.439
N: -1.169 -0.424 4.710
C: -2.339 0.100 5.178
C: -3.235 0.070 4.165
N: -2.607 -0.458 3.061
C: -1.333 -0.778 3.422
S: -0.098 -1.602 2.565
C: -3.294 -0.872 1.829
C: -4.537 -0.080 1.587
C: -4.722 0.567 0.431
C: -3.797 0.447 -0.670
C: -2.698 -0.318 -0.557
N: -2.336 -0.917 0.679
H: -0.087 -0.217 6.455
H: 0.850 0.015 4.962
H: 0.373 -1.613 5.447
H: -2.453 0.453 6.182
H: -4.259 0.374 4.155
H: -5.308 -0.150 2.336
H: -5.623 1.139 0.276
H: -4.034 0.923 -1.608
H: -2.103 -0.638 -1.412
Cl: 1.899 2.608 4.299
C: 2.813 1.643 3.207
C: 4.198 1.569 3.308
C: 4.927 0.794 2.427
Cl: 6.641 0.764 2.563
C: 4.298 0.028 1.418
C: 4.944 -0.793 0.472
C: 4.167 -1.449 -0.471
C: 2.793 -1.317 -0.482
N: 2.107 -0.556 0.421
C: 2.889 0.111 1.347
C: 2.146 0.945 2.201
O: 0.840 1.003 1.942
H: 4.705 2.130 4.077
H: 6.016 -0.888 0.479
H: 4.635 -2.082 -1.209
H: 2.178 -1.837 -1.213
C: -2.253 2.835 2.415
C: -1.270 2.602 1.310
C: -0.375 3.724 0.905
O: -1.168 1.435 0.759
H: -2.634 3.854 2.389
H: -1.753 2.704 3.379
H: -3.087 2.137 2.362
H: -0.911 4.671 0.913
H: 0.039 3.547 -0.086
H: 0.463 3.812 1.602
N: 0.027 -3.876 -1.287
C: -0.632 -2.984 -0.531
O: -0.089 -1.807 -0.383
C: -1.829 -3.338 0.109
C: -2.306 -4.663 0.090
N: -2.673 -5.748 0.041
C: -2.509 -2.354 0.841
N: -3.374 -2.336 1.812
H: 0.904 -3.622 -1.708
H: -0.351 -4.797 -1.433
C: -1.047 1.613 -5.018
C: -0.151 0.404 -5.258
C: 0.879 0.213 -4.126
C: 1.851 -0.963 -4.450
C: 1.173 -2.300 -4.723
C: 1.759 1.446 -4.060
O: 2.267 1.963 -5.015
N: 2.003 1.945 -2.783
C: 1.414 1.507 -1.638
O: 1.651 2.010 -0.535
N: 0.503 0.506 -1.672
C: 0.158 -0.127 -2.840
O: -0.705 -0.987 -2.796
H: -1.793 1.677 -5.805
H: -0.473 2.537 -5.032
H: -1.563 1.535 -4.062
H: 0.399 0.541 -6.189
H: -0.761 -0.497 -5.322
H: 2.550 -1.061 -3.614
H: 2.430 -0.667 -5.327
H: 0.419 -2.535 -3.975
H: 1.924 -3.085 -4.721
H: 0.688 -2.299 -5.694
H: 2.639 2.734 -2.709

---

2.
Density functional theory data (wB97M-V/def2-TZVPD) for a molecular structure, C33H32CoN6S.

Values from the calculation:
Net charge: +1
HOMO (spin up / spin down): -9.705 / -9.706 eV
Kohn-Sham gap (spin up / spin down): 0.20439 / 0.20434 Ha
LUMO energy (spin up / spin down): -4.1436 / -4.1457 eV

Element x y z (Å)
Co: -0.314 -0.200 -0.587
C: 0.727 3.186 5.609
C: 0.809 2.415 4.311
C: 2.029 2.005 3.780
C: 2.089 1.291 2.600
C: 0.940 0.927 1.884
N: 1.044 0.214 0.691
C: 2.093 -0.679 0.447
C: 2.585 -1.574 1.406
C: 3.545 -2.514 1.092
C: 4.054 -2.619 -0.205
C: 5.036 -3.702 -0.578
C: 3.584 -1.731 -1.155
C: 2.629 -0.773 -0.837
N: 2.224 0.153 -1.836
C: 2.971 0.666 -2.837
C: 2.173 1.520 -3.556
C: 0.927 1.473 -2.917
N: 0.974 0.654 -1.877
C: -0.275 1.396 2.389
C: -0.323 2.117 3.581
N: -1.519 1.131 1.726
C: -2.741 1.100 2.290
C: -3.671 0.928 1.292
C: -2.920 0.854 0.120
N: -1.618 0.982 0.385
H: 1.527 2.889 6.288
H: -0.227 3.018 6.111
H: 0.825 4.261 5.435
H: 2.949 2.272 4.288
H: 3.049 1.011 2.188
H: 2.184 -1.523 2.412
H: 3.899 -3.194 1.860
H: 5.649 -3.991 0.275
H: 5.693 -3.384 -1.388
H: 4.501 -4.592 -0.917
H: 3.953 -1.797 -2.175
H: 4.012 0.413 -2.949
H: 2.455 2.109 -4.414
H: 0.005 1.990 -3.143
H: -1.279 2.484 3.940
H: -2.875 1.190 3.355
H: -4.741 0.857 1.397
H: -3.245 0.722 -0.900
C: -1.628 -2.673 2.748
C: -2.542 -3.499 2.108
C: -2.639 -3.461 0.730
C: -1.829 -2.592 0.013
N: -0.962 -1.778 0.641
C: -0.864 -1.826 1.971
C: -1.820 -2.449 -1.445
C: -2.489 -3.309 -2.308
C: -2.422 -3.102 -3.679
C: -1.683 -2.040 -4.181
C: -1.009 -1.186 -3.312
C: -1.069 -1.383 -1.939
H: -1.511 -2.679 3.823
H: -3.174 -4.166 2.680
H: -3.351 -4.092 0.217
H: -0.135 -1.169 2.426
H: -3.057 -4.147 -1.925
H: -2.942 -3.772 -4.351
H: -1.628 -1.872 -5.249
H: -0.431 -0.371 -3.726
C: -1.666 4.445 -1.375
S: -2.182 3.047 -2.389
C: -2.387 3.879 -3.974
H: -2.481 5.156 -1.254
H: -0.804 4.940 -1.823
H: -1.382 4.047 -0.401
H: -1.462 4.376 -4.268
H: -3.198 4.605 -3.928
H: -2.635 3.115 -4.709

---

3.
Density functional theory data (wB97M-V/def2-TZVPD) for a molecular structure, C33H32FN12O6PdS.

Values from the calculation:
Relative energy (zero: lowest compared OMol25 entry of this formula, charge and spin): 18.1 kcal per mole
Net charge: +1
HOMO: -9.976 eV
Kohn-Sham gap: 0.25901 Ha
LUMO energy: -2.9278 eV

Element x y z (Å)
Pd: -0.081 1.301 -3.815
C: 4.772 1.508 2.339
C: 3.936 0.342 1.839
N: 2.786 0.794 1.043
C: 3.023 1.118 -0.238
C: 2.104 1.558 -1.146
C: 2.653 1.602 -2.555
O: 3.852 1.747 -2.697
O: 1.879 1.424 -3.588
C: 0.774 1.857 -0.681
O: -0.139 2.357 -1.360
C: 0.504 1.404 0.695
C: -0.816 1.415 1.157
C: -1.143 0.867 2.358
F: -2.457 0.824 2.686
C: -0.173 0.306 3.226
C: 1.144 0.384 2.797
C: 1.488 0.870 1.531
N: -0.496 -0.328 4.424
C: 0.368 -1.348 4.988
C: 0.663 -1.015 6.439
N: -0.651 -0.663 7.134
C: -1.846 -1.070 6.317
C: -1.842 -0.327 4.991
H: 5.613 1.141 2.928
H: 4.176 2.176 2.961
H: 5.171 2.085 1.504
H: 3.581 -0.264 2.665
H: 4.523 -0.325 1.208
H: 4.036 0.954 -0.584
H: -1.594 1.811 0.517
H: 1.921 0.001 3.435
H: 1.308 -1.418 4.453
H: -0.086 -2.338 4.889
H: 1.307 -0.142 6.529
H: 1.107 -1.853 6.972
H: -0.691 0.342 7.299
H: -0.690 -1.112 8.048
H: -2.744 -0.834 6.883
H: -1.785 -2.148 6.193
H: -2.179 0.701 5.144
H: -2.577 -0.826 4.358
N: -2.924 -0.651 -4.036
C: -3.159 0.656 -4.148
N: -4.429 1.042 -4.183
C: -4.640 2.342 -4.353
N: -5.900 2.778 -4.386
N: -3.667 3.274 -4.492
C: -2.452 2.805 -4.416
N: -2.106 1.512 -4.244
C: -1.329 3.762 -4.548
C: -1.521 5.109 -4.776
C: -0.402 5.922 -4.888
C: 0.857 5.359 -4.778
C: 0.972 3.997 -4.548
N: -0.107 3.227 -4.435
H: -3.714 -1.266 -3.948
H: -1.990 -1.014 -4.011
H: -6.653 2.114 -4.352
H: -6.081 3.746 -4.583
H: -2.528 5.489 -4.860
H: -0.515 6.983 -5.064
H: 1.751 5.959 -4.864
H: 1.925 3.494 -4.454
O: -0.551 -5.738 3.556
S: 0.208 -4.661 2.968
O: -0.475 -3.366 2.977
O: 1.610 -4.579 3.349
C: 0.373 -5.076 1.211
N: 0.777 -6.301 0.875
C: 1.007 -6.503 -0.414
C: 0.863 -5.509 -1.382
C: 0.427 -4.284 -0.919
N: 0.177 -4.082 0.370
C: 0.249 -3.056 -1.750
C: 0.631 -2.924 -3.084
C: 0.505 -1.695 -3.711
N: -0.011 -0.629 -3.086
C: -0.435 -0.777 -1.823
C: -0.307 -1.946 -1.125
H: 1.338 -7.497 -0.696
H: 1.080 -5.707 -2.422
H: 1.087 -3.740 -3.628
H: 0.865 -1.535 -4.719
H: -0.889 0.100 -1.371
H: -0.620 -2.016 -0.093

---

4.
Density functional theory data (wB97M-V/def2-TZVPD) for 2 unconnected molecules or ions with the total composition C33H32N2O4.

Values from the calculation:
Relative energy (zero: lowest compared OMol25 entry of this formula, charge and spin): 0.0 kcal per mole
HOMO: -7.133 eV
Kohn-Sham gap: 0.18254 Ha
LUMO energy: -2.1657 eV

Element x y z (Å)
C: 3.339 -2.674 -3.875
N: 3.720 -1.514 -3.064
C: 4.556 -0.565 -3.726
C: 4.049 0.077 -4.870
C: 4.860 0.936 -5.605
C: 6.201 1.117 -5.240
C: 6.727 0.428 -4.139
C: 5.911 -0.411 -3.375
C: 2.826 -1.184 -2.031
C: 3.322 -1.051 -0.716
C: 2.443 -0.881 0.327
C: 1.061 -0.632 0.097
C: 0.323 -0.081 1.175
C: -0.860 0.698 1.056
C: -1.592 1.047 2.228
C: -2.736 1.813 2.164
C: -3.262 2.199 0.914
N: -4.495 2.889 0.875
C: -5.654 2.090 0.463
C: -4.563 4.271 0.534
C: -4.693 4.650 -0.810
C: -4.770 6.004 -1.136
C: -4.796 6.971 -0.123
C: -4.743 6.583 1.224
C: -4.619 5.235 1.559
C: -2.568 1.852 -0.264
C: -1.350 1.201 -0.183
C: 0.556 -0.943 -1.202
C: 1.429 -1.133 -2.261
H: 2.917 -3.448 -3.217
H: 2.607 -2.381 -4.644
H: 4.250 -3.049 -4.358
H: 3.013 -0.120 -5.165
H: 4.440 1.464 -6.462
H: 6.842 1.775 -5.831
H: 7.778 0.544 -3.865
H: 6.298 -0.977 -2.521
H: 4.396 -1.139 -0.538
H: 2.788 -0.899 1.360
H: 0.883 0.006 2.105
H: -1.232 0.684 3.190
H: -3.255 2.118 3.075
H: -6.551 2.680 0.687
H: -5.617 1.871 -0.618
H: -5.662 1.155 1.039
H: -4.718 3.876 -1.582
H: -4.805 6.298 -2.186
H: -4.883 8.029 -0.380
H: -4.783 7.328 2.022
H: -4.585 4.887 2.597
H: -2.989 2.121 -1.238
H: -0.758 1.060 -1.083
H: -0.521 -1.025 -1.361
H: 1.047 -1.219 -3.285
C: 0.699 -6.171 3.430
C: 0.260 -4.731 3.729
C: -0.354 -4.638 5.117
O: 1.434 -3.896 3.622
C: 1.260 -2.547 3.333
O: 2.265 -1.847 3.267
C: -0.061 -2.131 3.100
C: -0.971 -3.028 2.510
O: -1.924 -2.719 1.813
O: -0.695 -4.380 2.704
H: 1.167 -6.217 2.442
H: 1.416 -6.515 4.180
H: -0.170 -6.835 3.436
H: -0.634 -3.610 5.362
H: -1.245 -5.272 5.171
H: 0.363 -4.999 5.861
H: -0.332 -1.097 3.190

---

5.
Density functional theory data (wB97M-V/def2-TZVPD) for a molecular structure, C33H32N3P2RuS.

Values from the calculation:
Multiplicity: 5
Relative energy (zero: lowest compared OMol25 entry of this formula, charge and spin): 0.0 kcal per mole
Net charge: +3
⟨S²⟩: 6.024
HOMO (spin up / spin down): -16.230 / -16.807 eV
Kohn-Sham gap (spin up / spin down): 0.25283 / 0.20568 Ha
LUMO energy (spin up / spin down): -9.3502 / -11.2100 eV

Element x y z (Å)
Ru: 0.245 0.906 -0.177
C: 2.108 0.229 2.445
P: 2.467 0.311 0.627
C: 3.405 -1.148 0.166
C: 4.221 -1.070 -0.965
C: 4.941 -2.182 -1.369
C: 4.854 -3.368 -0.652
C: 4.041 -3.448 0.472
C: 3.310 -2.345 0.879
C: 3.470 1.776 0.340
C: 4.362 2.283 1.284
C: 5.173 3.357 0.953
C: 5.116 3.913 -0.319
C: 4.240 3.403 -1.269
C: 3.412 2.342 -0.938
C: 0.937 1.085 2.732
C: 0.459 1.731 3.908
C: -0.722 2.356 3.582
C: -0.966 2.101 2.202
C: -2.018 2.547 1.247
P: -1.070 2.852 -0.322
C: -1.762 2.273 -1.872
C: -0.872 1.424 -2.552
C: -1.182 0.939 -3.815
C: -2.390 1.301 -4.398
C: -3.275 2.138 -3.729
C: -2.966 2.630 -2.469
C: -0.550 4.554 -0.297
C: 0.791 4.897 -0.465
C: 1.149 6.235 -0.490
C: 0.178 7.218 -0.353
C: -1.159 6.875 -0.183
C: -1.530 5.542 -0.152
N: 0.054 1.320 1.715
H: 2.964 0.454 3.082
H: 1.825 -0.808 2.665
H: 4.320 -0.143 -1.515
H: 5.582 -2.118 -2.238
H: 5.428 -4.230 -0.964
H: 3.987 -4.368 1.037
H: 2.689 -2.431 1.762
H: 4.453 1.839 2.267
H: 5.868 3.748 1.684
H: 5.768 4.737 -0.574
H: 4.210 3.825 -2.265
H: 2.744 1.932 -1.692
H: 0.947 1.716 4.870
H: -1.358 2.938 4.231
H: -2.559 3.414 1.625
H: -2.736 1.738 1.063
H: 0.174 1.146 -2.253
H: -0.492 0.293 -4.339
H: -2.639 0.934 -5.384
H: -4.208 2.421 -4.198
H: -3.655 3.293 -1.961
H: 1.547 4.130 -0.566
H: 2.186 6.513 -0.616
H: 0.462 8.261 -0.376
H: -1.909 7.646 -0.077
H: -2.575 5.282 -0.024
S: -1.215 -0.978 -0.548
C: -1.155 -2.160 0.714
N: -1.347 -3.440 0.481
C: -1.359 -4.244 1.712
C: -1.180 -3.169 2.808
N: -0.994 -1.938 2.016
H: -1.469 -3.818 -0.446
H: -0.545 -4.966 1.700
H: -2.303 -4.777 1.803
H: -0.311 -3.356 3.435
H: -2.061 -3.081 3.442
H: -0.994 -1.011 2.404

---

6.
Density functional theory data (wB97M-V/def2-TZVPD) for a molecular structure, C33H32N4O2STl.

Values from the calculation:
Relative energy (zero: lowest compared OMol25 entry of this formula, charge and spin): 0.0 kcal per mole
Net charge: +3
HOMO: -16.450 eV
Kohn-Sham gap: 0.24772 Ha
LUMO energy: -9.7090 eV

Element x y z (Å)
Tl: -0.214 -0.505 -0.049
C: 1.362 2.184 -0.893
N: 0.582 1.813 0.292
C: -0.658 2.578 0.415
C: -1.616 2.189 -0.683
C: -2.510 3.093 -1.227
C: -3.418 2.663 -2.183
C: -3.398 1.336 -2.590
C: -2.474 0.486 -2.024
N: -1.604 0.908 -1.087
C: 1.376 1.809 1.519
C: 0.725 0.958 2.581
C: 0.884 1.232 3.929
C: 0.344 0.368 4.868
C: -0.364 -0.747 4.436
C: -0.502 -0.953 3.082
N: 0.040 -0.120 2.174
C: 2.198 1.032 -1.385
C: 3.444 1.230 -1.944
C: 4.116 0.151 -2.505
C: 3.521 -1.099 -2.485
C: 2.286 -1.237 -1.884
N: 1.639 -0.190 -1.346
H: 1.992 3.059 -0.711
H: 0.665 2.452 -1.690
H: -0.482 3.658 0.402
H: -1.121 2.344 1.378
H: -2.496 4.123 -0.896
H: -4.128 3.358 -2.610
H: -4.082 0.965 -3.341
H: -2.404 -0.550 -2.332
H: 1.549 2.820 1.901
H: 2.358 1.383 1.291
H: 1.430 2.115 4.234
H: 0.471 0.563 5.924
H: -0.813 -1.437 5.137
H: -1.063 -1.797 2.698
H: 3.877 2.221 -1.956
H: 5.091 0.291 -2.953
H: 4.008 -1.961 -2.917
H: 1.789 -2.191 -1.815
O: 0.496 -2.511 0.100
S: 0.063 -3.896 0.703
C: 1.394 -4.306 1.868
C: 2.783 -4.165 1.320
C: 3.371 -2.908 1.189
C: 4.656 -2.791 0.684
C: 5.363 -3.925 0.303
C: 4.793 -5.181 0.458
C: 3.505 -5.300 0.961
C: 0.399 -5.068 -0.629
C: -0.323 -4.662 -1.884
C: 0.393 -4.106 -2.940
C: -0.267 -3.667 -4.080
C: -1.649 -3.780 -4.166
C: -2.365 -4.359 -3.125
C: -1.703 -4.800 -1.987
H: 1.155 -5.334 2.151
H: 1.213 -3.657 2.726
H: 2.828 -2.025 1.509
H: 5.122 -1.816 0.609
H: 6.359 -3.832 -0.107
H: 5.356 -6.068 0.205
H: 3.074 -6.285 1.100
H: 0.034 -6.019 -0.232
H: 1.482 -5.102 -0.755
H: 1.475 -4.064 -2.890
H: 0.297 -3.269 -4.913
H: -2.163 -3.454 -5.061
H: -3.435 -4.496 -3.211
H: -2.260 -5.287 -1.194
O: -3.060 -2.858 0.197
C: -2.610 -1.836 0.226

---

| no. | maximum force (eV/A) |
| --- | --- |
| 1 | 4.7 |
| 2 | 2.2 |
| 3 | 0.5 |
| 4 | 1.5 |
| 5 | 0.6 |
| 6 | 1.1 |